## i
2 unconnected molecules or ions with the total composition C5H13NO. Source: the OMol25 dataset; level of theory: ωB97M-V/def2-TZVPD.

Each line ends with the natural charge from an NBO analysis.
Positions of all 20 atoms, in Å:
C -0.59 0.11 -0.76  -0.381
C -0.29 0.31 0.71  -0.497
C 1.25 0.38 0.85  -0.432
C 0.99 2.92 1.52  -0.459
C 1.72 1.85 1.40  -0.154
N -0.39 1.30 -1.63  -0.865
H -1.64 -0.27 -0.70  0.153
H 0.03 -0.74 -1.08  0.189
H -0.75 0.95 1.39  0.203
H -0.57 -0.75 0.90  0.210
H 1.94 0.21 -0.08  0.220
H 1.43 -0.38 1.50  0.203
H 1.45 3.95 1.49  0.197
H -0.10 2.82 1.67  0.188
H 2.79 1.91 1.79  0.183
H -0.74 1.10 -2.58  0.349
H -0.92 2.13 -1.30  0.346
H -1.82 -6.70 -1.52  0.365
H -2.31 -5.26 -1.73  0.271
O -1.49 -5.83 -1.86  -1.290

Computed properties:
* <S²>: 0.75
* HOMO (spin up / spin down): 0.04453 / -0.23595 hartree
* total charge: -1
* Kohn-Sham gap (spin up / spin down): 2.05 / 9.62 eV
* spin multiplicity: 2



## ii
2 unconnected molecules or ions with the total composition C5H13NO. Source: the OMol25 dataset; level of theory: ωB97M-V/def2-TZVPD.

Each line ends with the natural charge from an NBO analysis.
Positions of all 20 atoms, in Å:
C -0.29 2.06 2.55  -0.618
C -0.47 0.58 2.41  -0.419
C 0.16 -0.08 1.21  -0.086
C 0.48 0.60 0.08  -0.201
N 1.26 0.04 -0.94  -0.994
C 0.12 -1.59 1.14  -0.691
H -0.42 2.44 3.56  0.199
H 0.72 2.35 2.22  0.210
H -0.85 2.61 1.80  0.205
H 0.09 0.07 3.20  0.189
H -1.48 0.19 2.62  0.195
H 0.29 1.66 -0.05  0.169
H 0.75 -0.67 -1.47  0.295
H 1.65 0.69 -1.60  0.334
H 1.14 -2.01 1.22  0.209
H -0.27 -1.95 0.19  0.212
H -0.39 -2.03 2.00  0.195
H -0.12 -1.36 -4.87  0.369
H -1.48 -0.94 -4.51  0.371
O -1.01 -1.34 -5.25  -1.143

Computed properties:
* <S²>: 0.75
* HOMO (spin up / spin down): 0.03227 / -0.16718 hartree
* total charge: -1
* Kohn-Sham gap (spin up / spin down): 2.62 / 7.97 eV
* spin multiplicity: 2



Of them, ii has the highest stability.



## i
2 unconnected molecules or ions with the total composition CH6NPS. Source: the OMol25 dataset; level of theory: ωB97M-V/def2-TZVPD.

Each line ends with the natural charge from an NBO analysis.
Positions of all 10 atoms, in Å:
C 1.61 0.44 0.59  -0.736
N -1.68 -1.59 -0.89  -1.056
P -0.31 2.76 0.49  0.034
S 0.66 1.52 1.78  0.009
H 2.64 0.74 0.79  0.217
H 1.34 0.71 -0.42  0.240
H 1.60 -0.59 1.00  0.236
H -2.64 -1.79 -0.86  0.351
H -1.32 -1.61 -1.81  0.356
H -1.90 -0.59 -0.67  0.348

Computed properties:
* HOMO (spin up / spin down): -0.28619 / -0.28630 hartree
* Kohn-Sham gap (spin up / spin down): 6.65 / 6.64 eV



## ii
A single CH6NPS molecule. Source: the OMol25 dataset; level of theory: ωB97M-V/def2-TZVPD.

Each line ends with the natural charge from an NBO analysis.
Positions of all 10 atoms, in Å:
C 1.09 0.63 -0.14  -0.749
S -0.25 1.70 0.39  -0.074
P -1.89 0.65 -0.27  0.592
N -1.29 -0.90 0.53  -1.137
H 0.91 -0.36 0.29  0.244
H 1.29 0.37 -1.15  0.221
H 1.87 1.05 0.37  0.218
H -1.19 0.38 -1.43  -0.069
H -1.98 -1.65 0.32  0.381
H -1.18 -0.57 1.46  0.374

Computed properties:
* HOMO: -0.33091 hartree
* SMILES string: CSPN
* Kohn-Sham gap: 9.99 eV



Of them, ii has the highest stability.



## i
2 unconnected molecules or ions with the total composition CH6NPS. Source: the OMol25 dataset; level of theory: ωB97M-V/def2-TZVPD.

Each line ends with the natural charge from an NBO analysis.
Positions of all 10 atoms, in Å:
H -3.26 -1.47 -0.14  0.356
N -2.77 -0.66 0.01  -1.050
P -3.50 0.65 -0.34  0.841
H -4.83 0.45 -0.77  -0.147
C 2.68 0.18 0.64  -0.727
S 2.37 0.42 -1.17  -0.079
H 2.08 -0.74 1.07  0.231
H 2.42 1.11 1.19  0.216
H 3.78 0.02 0.68  0.223
H 1.03 0.04 -1.17  0.136

Computed properties:
* HOMO: -0.32679 hartree
* SMILES string: [H]/N=P\[H].CS
* Kohn-Sham gap: 8.46 eV



## ii
A molecular structure, CH6NPS. Source: the OMol25 dataset; level of theory: ωB97M-V/def2-TZVPD.

Each line ends with the natural charge from an NBO analysis.
Positions of all 10 atoms, in Å:
C 0.44 1.38 0.53  -0.973
N 0.57 -1.37 -0.12  -1.091
P -2.10 0.21 0.27  -0.149
S -0.23 0.23 -0.45  0.917
H -0.24 2.18 0.66  0.227
H 1.81 1.69 0.35  0.215
H 0.11 -2.02 0.63  0.401
H 1.63 -1.37 0.16  0.395
H -2.42 -1.00 -0.33  -0.027
H 0.41 0.08 -1.69  0.085

Computed properties:
* HOMO: -0.27744 hartree
* Kohn-Sham gap: 7.55 eV



Of them, i has the highest stability.



## i
A single C6H14O molecule. Source: the OMol25 dataset; level of theory: ωB97M-V/def2-TZVPD.

Each line ends with the natural charge from an NBO analysis.
Positions of all 21 atoms, in Å:
C -1.64 -0.62 -1.09  -0.607
C -1.11 -0.32 0.30  -0.225
C -2.17 0.38 1.15  -0.599
C 0.18 0.51 0.27  -0.407
C 1.37 -0.20 -0.37  0.098
C 2.67 0.57 -0.18  -0.624
O 1.46 -1.49 0.21  -0.731
H -2.55 -1.24 -1.04  0.209
H -0.92 -1.16 -1.71  0.205
H -1.91 0.31 -1.62  0.198
H -0.85 -1.27 0.78  0.216
H -3.08 -0.22 1.21  0.207
H -2.44 1.36 0.72  0.197
H -1.81 0.55 2.17  0.207
H 0.46 0.78 1.30  0.204
H 0.01 1.45 -0.26  0.201
H 1.18 -0.30 -1.45  0.154
H 2.86 0.71 0.89  0.211
H 2.62 1.55 -0.65  0.210
H 3.52 0.03 -0.60  0.206
H 1.95 -2.07 -0.38  0.469

Computed properties:
* HOMO: -0.37647 hartree
* SMILES string: CC(C)C[C@@H](C)O
* Kohn-Sham gap: 11.19 eV



## ii
2 unconnected molecules or ions with the total composition C6H14O. Source: the OMol25 dataset; level of theory: ωB97M-V/def2-TZVPD.

Each line ends with the natural charge from an NBO analysis.
Positions of all 21 atoms, in Å:
C 1.24 -0.02 2.43  -0.428
C 0.56 -0.03 1.27  -0.169
C 1.19 -0.43 -0.06  -0.470
C 0.38 -1.58 -0.78  -0.382
C -1.21 -1.38 -0.84  -0.401
C -1.59 -0.07 -1.50  -0.617
H 2.35 0.09 2.41  0.195
H 0.83 0.60 3.20  0.189
H -0.52 0.28 1.32  0.207
H 2.25 -0.58 -0.22  0.230
H 1.04 0.51 -0.62  0.217
H 0.58 -2.61 -0.42  0.207
H 0.77 -1.57 -1.82  0.196
H -1.68 -2.21 -1.38  0.206
H -1.52 -1.38 0.20  0.195
H -2.67 0.02 -1.72  0.213
H -1.31 0.74 -0.84  0.206
H -1.03 0.09 -2.46  0.203
O 0.17 3.24 0.24  -0.942
H -0.35 3.77 0.83  0.469
H 0.52 2.51 0.78  0.475

Computed properties:
* HOMO: -0.36158 hartree
* SMILES string: C=CCCCC.O
* Kohn-Sham gap: 10.71 eV



## iii
2 unconnected molecules or ions with the total composition C6H14O. Source: the OMol25 dataset; level of theory: ωB97M-V/def2-TZVPD.

Each line ends with the natural charge from an NBO analysis.
Positions of all 21 atoms, in Å:
C -3.35 0.49 0.25  -0.287
C -2.07 0.94 -0.29  -0.485
C -0.83 0.49 0.51  -0.382
C 0.42 0.41 -0.36  -0.391
C 1.63 -0.19 0.37  -0.411
C 2.76 -0.49 -0.60  -0.050
O 3.85 -1.01 0.15  -0.719
H -3.28 -4.60 1.44  0.000
H -4.26 1.05 0.08  0.172
H -3.43 -0.45 0.79  0.167
H -1.98 0.51 -1.31  0.210
H -2.07 2.03 -0.45  0.211
H -0.67 1.17 1.35  0.202
H -1.03 -0.50 0.94  0.195
H 0.68 1.41 -0.75  0.197
H 0.19 -0.21 -1.24  0.191
H 1.99 0.49 1.15  0.206
H 1.34 -1.12 0.86  0.203
H 2.41 -1.21 -1.35  0.152
H 3.05 0.43 -1.13  0.152
H 4.54 -1.26 -0.47  0.467

Computed properties:
* HOMO (spin up / spin down): -0.37955 / -0.28960 hartree
* Kohn-Sham gap (spin up / spin down): 10.94 / 8.87 eV



## iv
A molecular structure, C6H14O. Source: the OMol25 dataset; level of theory: ωB97M-V/def2-TZVPD.

Each line ends with the natural charge from an NBO analysis.
Positions of all 21 atoms, in Å:
C -2.70 0.98 -0.42  -0.222
O -1.43 0.68 -0.57  -0.354
C -0.66 0.22 0.37  0.131
C 0.76 -0.13 0.02  -0.139
C 1.23 -1.21 1.01  -0.594
C 0.86 -0.66 -1.41  -0.601
C 1.66 1.11 0.18  -0.597
H -2.82 -0.89 0.25  -0.005
H -3.16 1.35 -1.33  0.183
H -3.02 1.33 0.55  0.163
H -2.17 -1.22 0.54  -0.039
H -0.94 0.45 1.39  0.172
H 1.12 -0.88 2.05  0.207
H 2.28 -1.45 0.84  0.210
H 0.64 -2.13 0.88  0.217
H 0.55 0.10 -2.14  0.216
H 0.22 -1.54 -1.55  0.216
H 1.89 -0.94 -1.64  0.209
H 1.34 1.91 -0.50  0.211
H 2.70 0.87 -0.04  0.209
H 1.61 1.51 1.20  0.208

Computed properties:
* HOMO (spin up / spin down): -0.26806 / -0.26945 hartree
* Kohn-Sham gap (spin up / spin down): 8.05 / 8.10 eV



Of them, i has the highest stability.



## i
A single HNO3S molecule. Source: the OMol25 dataset; level of theory: ωB97M-V/def2-TZVPD.

Each line ends with the natural charge from an NBO analysis.
Positions of all 6 atoms, in Å:
N -1.52 0.20 0.61  0.373
O -1.91 0.97 1.41  -0.234
O -0.13 0.36 0.34  -0.609
O 1.14 -0.10 -1.87  -0.892
S 0.66 -0.77 -0.69  1.341
H 1.76 -0.66 0.20  0.021

Computed properties:
* HOMO: -0.38852 hartree
* Kohn-Sham gap: 10.23 eV



## ii
A single HNO3S molecule. Source: the OMol25 dataset; level of theory: ωB97M-V/def2-TZVPD.

Each line ends with the natural charge from an NBO analysis.
Positions of all 6 atoms, in Å:
N 1.05 -0.19 -0.09  0.739
O -0.14 0.65 -0.38  -0.596
O 1.95 0.21 -0.75  -0.292
O 0.95 -1.12 0.63  -0.307
S -1.59 0.81 0.34  0.369
H -2.22 -0.36 0.25  0.087

Computed properties:
* HOMO: -0.36239 hartree
* Kohn-Sham gap: 9.92 eV



Of them, i has the highest stability.



## i
3 unconnected molecules or ions with the total composition C2H10N2O2. Source: the OMol25 dataset; level of theory: ωB97M-V/def2-TZVPD.

Each line ends with the natural charge from an NBO analysis.
Positions of all 16 atoms, in Å:
C 0.10 0.60 1.50  -0.451
N -0.72 0.74 0.36  -0.531
C -0.59 1.56 -0.58  0.305
N 0.03 2.79 -0.50  -0.853
H 0.77 -0.25 1.37  0.225
H -0.37 0.47 2.48  0.200
H 0.75 1.46 1.76  0.156
H -1.15 1.41 -1.50  0.162
H 0.20 3.28 -1.36  0.392
H 0.09 3.27 0.37  0.396
O 1.08 -2.38 -1.86  -0.944
H 1.22 -3.28 -1.56  0.464
H 0.87 -1.94 -1.03  0.479
O -0.26 -2.36 0.97  -0.970
H -0.99 -1.77 0.74  0.493
H -0.53 -2.85 1.76  0.476

Computed properties:
* HOMO: -0.32891 hartree
* SMILES string: C/N=C\N.O.O
* Kohn-Sham gap: 9.73 eV



## ii
3 unconnected molecules or ions with the total composition C2H10N2O2. Source: the OMol25 dataset; level of theory: ωB97M-V/def2-TZVPD.

Each line ends with the natural charge from an NBO analysis.
Positions of all 16 atoms, in Å:
N 0.88 -2.29 -0.45  -0.831
C 0.34 -1.10 -0.96  -0.092
C -0.95 -0.96 -1.25  -0.089
N -1.57 0.27 -1.54  -0.843
H 0.30 -3.11 -0.38  0.372
H 1.81 -2.54 -0.75  0.371
H 1.04 -0.28 -1.00  0.184
H -1.66 -1.75 -1.20  0.184
H -2.43 0.21 -2.06  0.371
H -1.02 0.99 -2.01  0.373
O 1.68 1.89 3.35  -0.935
H 1.73 1.05 2.90  0.464
H 0.91 1.84 3.92  0.471
O -0.25 2.28 0.61  -0.944
H 0.29 1.48 0.57  0.464
H -1.11 2.03 0.25  0.478

Computed properties:
* HOMO: -0.27649 hartree
* SMILES string: N/C=C/N.O.O
* Kohn-Sham gap: 8.38 eV



Of them, i has the highest stability.